This record from the OMol25 dataset describes an isolated ion of composition C4H12N2 and charge +2 at a distorted geometry. The level of theory is ωB97M-V/def2-TZVPD.

Last column: natural (NBO) charge in e.
Atoms and positions in Å:
C  2.50746  1.36454  -0.12554  0.157
N  1.41717  1.79414  0.35825  -0.381
C  0.18098  1.05037  0.72344  -0.229
C  -0.04703  -0.18054  -0.16868  -0.457
C  -1.42823  -0.74060  0.17544  -0.218
N  -1.64049  -2.02875  -0.62242  -0.671
H  2.51566  0.35934  -0.48377  0.212
H  3.41105  1.94288  -0.27675  0.269
H  1.36555  2.78365  0.60984  0.457
H  0.25265  0.83928  1.78939  0.264
H  -0.64065  1.72794  0.51246  0.249
H  -0.00473  0.17473  -1.19945  0.244
H  0.68395  -0.97640  -0.01531  0.231
H  -2.25540  -0.06525  -0.01030  0.254
H  -1.54858  -1.03880  1.21551  0.247
H  -1.01526  -1.99780  -1.43498  0.442
H  -1.17554  -2.76243  -0.08340  0.455
H  -2.57857  -2.24632  -0.96374  0.478

Forces on atoms 1 to 2 (eV/Å):
-0.3 -0.4 -0.5
0.0 0.9 0.5

As for the energy relative to the best compared isomer or geometry (same formula, charge and spin): 9.50 kcal/mol. The value obtained for the electronic energy is -7305.3220 eV. Its orbital gap is 12.9 eV. As for the charge: +2.


This record from the OMol25 dataset describes a 2-piece molecular cluster, C3H9N2 overall at a distorted geometry. The level of theory is ωB97M-V/def2-TZVPD.

Last column: natural (NBO) charge in e.
Atoms and positions in Å:
C  1.42962  -2.05651  -1.07002  0.159
N  1.53399  -0.69761  -1.07713  -0.651
H  2.18752  -2.70319  -1.40186  0.227
H  0.44445  -2.39097  -0.70514  0.227
H  0.64665  0.11102  -0.83397  0.468
H  2.34241  -0.15261  -0.85743  0.426
C  -2.20163  0.67819  1.01420  -0.398
C  -0.87050  0.72400  1.21002  -0.049
N  -0.09621  1.29956  0.10029  -0.861
H  -2.72438  1.05179  0.04704  0.219
H  -2.70990  -0.07570  1.51337  0.216
H  -0.19830  0.33075  2.01330  0.228
H  -0.41889  2.02856  -0.50443  0.409
H  0.63518  1.85272  0.55177  0.382

Forces on atoms 1 to 2 (eV/Å):
-1.6 6.0 0.6
-3.0 -2.8 1.3

As for the energy relative to the best compared isomer or geometry (same formula, charge and spin): 81.25 kcal/mol. The value obtained for the electronic energy is -6227.5249 eV. Its orbital gap is 7.7 eV. As for the charge: +1.


This record from the OMol25 dataset describes C10H16FNO5PS3Ta as an isolated structure at a distorted geometry. The level of theory is ωB97M-V/def2-TZVPD.

Last column: natural (NBO) charge in e.
Atoms and positions in Å:
Ta  0.10708  1.36893  0.65845  1.559
C  1.99342  -4.02662  -0.46393  -0.633
C  1.19043  -3.00246  -1.21586  -0.059
O  0.22433  -2.41952  -0.26195  -0.834
P  -0.73887  -1.24849  -0.59556  1.831
S  0.21137  0.31080  -1.51225  -0.351
S  -1.43635  -0.50366  1.13998  -0.352
O  -1.85728  -1.71660  -1.58119  -0.822
C  -2.83427  -2.76199  -1.22780  -0.061
C  -2.33323  -4.12646  -1.62463  -0.644
H  2.71946  -4.47378  -1.14285  0.241
H  1.35281  -4.81646  -0.07453  0.225
H  2.53158  -3.56299  0.36083  0.236
H  0.61811  -3.43326  -2.03685  0.196
H  1.80858  -2.18418  -1.58467  0.204
H  -3.72708  -2.47528  -1.77569  0.216
H  -3.04385  -2.69020  -0.15909  0.193
H  -2.07947  -4.15121  -2.68374  0.229
H  -3.12175  -4.85804  -1.44778  0.246
H  -1.46631  -4.42187  -1.03439  0.216
N  -2.21497  2.74220  -0.08023  -0.765
C  -1.08797  3.36989  0.43292  0.125
C  -0.01033  3.61361  -0.44570  -0.298
C  1.29651  3.59992  0.04550  -0.145
C  1.54308  3.36965  1.41507  -0.331
C  0.47344  3.29733  2.30026  -0.159
C  -0.85501  3.27153  1.83068  -0.341
S  3.26812  3.06495  1.93922  2.449
O  3.68405  2.18358  0.87104  -0.973
O  3.79495  4.40470  1.89703  -0.942
O  3.07708  2.47070  3.23623  -0.965
H  -3.01662  2.66594  0.53117  0.421
H  -2.46157  2.93495  -1.04184  0.423
H  -0.20585  3.68840  -1.50903  0.273
H  2.14989  3.69825  -0.61586  0.305
H  0.70540  3.14065  3.34961  0.311
H  -1.69132  3.13393  2.50501  0.276
F  1.43242  0.54316  1.60241  -0.499

Forces on atoms 1 to 2 (eV/Å):
0.6 -0.8 0.3
0.0 0.0 0.0

As for the energy relative to the best compared isomer or geometry (same formula, charge and spin): 0.00 kcal/mol. The value obtained for the electronic energy is -68417.3787 eV. Its orbital gap (alpha / beta) is 6.5 / 6.1 eV. Its spin multiplicity is 2. As for the charge: +1.


This record from the OMol25 dataset describes C40H41IMoN5O8SSi as an isolated structure at a distorted geometry. The level of theory is ωB97M-V/def2-TZVPD.

Last column: Mulliken charge in e.
Atoms and positions in Å:
Mo  -0.84775  0.38567  0.68172  -1.073
I  -2.28960  2.10720  3.78198  0.085
C  -3.78256  2.24631  2.28104  0.144
C  -5.05099  2.42284  2.77958  -0.584
C  -6.09981  2.73528  1.91539  -0.794
C  -5.81748  2.97528  0.60023  -0.869
C  -4.50372  2.85621  0.09667  0.858
C  -4.20273  3.30239  -1.20244  -1.145
C  -2.89763  3.30015  -1.62820  -0.859
C  -1.91292  2.66278  -0.87399  -0.324
C  -2.15742  2.04543  0.34948  1.366
C  -3.44240  2.35275  0.92517  1.069
H  -5.23526  2.33797  3.83928  0.362
H  -7.10671  2.84052  2.30085  0.364
H  -6.60053  3.29109  -0.07771  0.327
H  -4.99959  3.66794  -1.84085  0.272
H  -2.63873  3.71559  -2.59539  0.407
H  -0.92412  2.60464  -1.31139  -0.016
O  -0.20590  0.18919  2.56907  0.116
N  -0.55725  -0.75857  3.40029  0.002
C  0.31493  -1.11801  4.36873  -0.240
C  -0.01248  -2.06464  5.30346  -1.107
C  -1.26493  -2.67260  5.24680  -0.195
C  -2.14995  -2.28856  4.25058  -0.952
C  -1.79294  -1.34010  3.29592  0.619
S  -2.78403  -0.84371  2.01081  -0.333
H  1.26589  -0.61048  4.32619  0.550
H  0.70283  -2.31657  6.07128  0.389
H  -1.53717  -3.43653  5.95837  0.342
H  -3.12681  -2.73430  4.16763  0.483
C  4.79638  0.32131  -2.68585  -1.296
O  3.66652  0.17379  -1.87875  0.334
C  3.83783  -0.12560  -0.54772  0.267
C  5.04530  0.00621  0.11339  -0.685
C  5.19403  -0.41264  1.42976  -0.890
C  4.12426  -1.00440  2.07827  -1.071
C  2.90683  -1.12105  1.44068  -0.271
C  2.71589  -0.64813  0.13534  0.432
N  1.48153  -0.83423  -0.45176  2.282
C  0.65173  0.13517  -0.98115  -1.431
N  1.20381  1.35306  -1.45776  0.527
C  1.41674  2.21650  -0.38526  0.137
C  0.65494  1.96287  0.77204  1.377
C  0.88826  2.84493  1.82545  -0.761
C  1.72169  3.94368  1.70803  -1.358
C  2.41149  4.19726  0.53097  -0.455
C  2.28040  3.30636  -0.51809  0.416
O  2.97139  3.39566  -1.73035  -0.248
C  3.63455  4.59090  -2.00523  -1.135
N  -0.61629  -0.13794  -1.35230  0.423
C  -0.96686  -0.12769  -2.66918  -0.403
C  -2.23900  0.26480  -3.10341  0.013
C  -2.59740  0.17835  -4.43104  -1.496
C  -1.70185  -0.28544  -5.37978  -0.692
C  -0.42338  -0.65175  -4.98497  -0.803
C  -0.04599  -0.56695  -3.66073  0.521
O  1.23119  -0.88588  -3.23825  0.168
C  1.86902  -1.98152  -3.82991  -1.093
H  4.41987  0.37330  -3.70807  0.249
H  5.47707  -0.53767  -2.59731  0.413
H  5.35583  1.23995  -2.46508  0.310
H  5.89386  0.42611  -0.40329  0.404
H  6.14555  -0.28985  1.92992  0.372
H  4.23620  -1.37713  3.08711  0.409
H  2.06885  -1.59670  1.93041  0.635
H  0.88984  -1.53794  0.08343  -0.177
H  1.96133  1.27461  -2.12544  0.513
H  0.39410  2.67759  2.77031  0.061
H  1.84140  4.62938  2.53587  0.368
H  3.04884  5.06560  0.44466  0.362
H  4.07246  4.46959  -2.99861  0.255
H  4.43897  4.79267  -1.28444  0.363
H  2.94389  5.44529  -2.00992  0.385
H  -2.94088  0.63340  -2.37204  0.470
H  -3.59158  0.47587  -4.72941  0.426
H  -1.98509  -0.37016  -6.41943  0.373
H  0.28574  -1.00275  -5.72390  0.397
H  2.56830  -2.36569  -3.08386  0.270
H  2.43732  -1.69490  -4.73056  0.227
H  1.15745  -2.76966  -4.09589  0.484
C  -1.78321  -4.52143  1.43365  -1.127
Si  -0.09694  -3.70216  1.04579  0.981
C  0.40411  -4.29309  -0.71367  -1.316
C  1.16695  -4.54579  2.24528  -1.407
O  -0.02567  -2.14172  1.17678  -0.513
H  -1.84238  -5.55509  1.09543  0.467
H  -2.56327  -3.96648  0.92383  0.212
H  -2.00091  -4.50079  2.49999  0.261
H  0.27284  -5.36655  -0.83788  0.477
H  1.43966  -4.05016  -0.95456  0.228
H  -0.23205  -3.78991  -1.43602  0.220
H  1.11875  -5.63050  2.18430  0.427
H  0.96896  -4.26478  3.27676  0.288
H  2.19035  -4.25150  2.02290  0.244
O  -4.57567  -1.82087  -1.58403  -0.852
N  -3.64790  -1.34194  -0.93344  0.428
O  -2.62462  -1.99086  -0.73261  -0.329
O  -3.74358  -0.19008  -0.47991  -0.333

Forces on atoms 1 to 2 (eV/Å):
-0.8 -0.7 0.2
-0.5 0.4 0.1

As for the energy relative to the best compared isomer or geometry (same formula, charge and spin): 51.19 kcal/mol. The value obtained for the electronic energy is -94641.2735 eV. Its orbital gap (alpha / beta) is 5.1 / 6.1 eV. Its spin multiplicity is 4. As for the charge: -2.